1.
Entry from the OMol25 dataset: 10 unconnected molecules or ions with the total composition C81H178N10O13 at a distorted geometry (ωB97M-V/def2-TZVPD).

Each line ends with the Löwdin spin population.
Cartesian coordinates (Å):
C  -2.882  3.894  -4.681  0.00
C  -4.004  3.137  -5.381  0.00
C  -4.898  4.148  -6.070  0.00
C  -5.892  3.654  -7.199  0.00
C  -5.094  2.839  -8.245  0.00
C  -4.186  1.723  -7.527  0.00
N  -3.352  2.238  -6.372  0.00
O  -2.551  1.334  -5.786  0.00
C  -5.132  0.549  -7.037  0.00
C  -3.224  1.153  -8.592  0.00
C  -4.986  2.478  -4.363  0.00
H  -3.152  4.771  -4.092  0.00
H  -2.277  4.290  -5.496  0.00
H  -2.267  3.310  -3.996  0.00
H  -5.554  4.673  -5.376  0.00
H  -4.286  4.971  -6.441  0.00
H  -6.395  4.523  -7.624  0.00
H  -6.727  3.152  -6.710  0.00
H  -4.386  3.507  -8.735  0.00
H  -5.700  2.361  -9.015  0.00
H  -5.980  1.018  -6.538  0.00
H  -5.391  -0.125  -7.854  0.00
H  -4.490  -0.037  -6.380  0.00
H  -2.973  1.878  -9.366  0.00
H  -2.333  0.686  -8.173  0.00
H  -3.803  0.427  -9.162  0.00
H  -5.999  2.258  -4.699  0.00
H  -5.156  3.065  -3.460  0.00
H  -4.595  1.508  -4.055  0.00
H  -1.796  1.401  -6.374  0.00
C  -1.204  -3.983  5.201  0.00
C  0.220  -3.376  5.347  0.00
C  0.242  -2.080  4.491  0.00
C  1.410  -1.134  4.733  0.00
C  1.385  -0.797  6.221  0.00
C  1.457  -2.037  7.175  0.00
N  0.455  -3.068  6.787  0.00
O  0.499  -4.234  7.614  0.00
C  2.850  -2.605  7.240  0.00
C  1.052  -1.538  8.630  0.00
C  1.306  -4.358  4.721  0.00
H  -1.323  -4.947  5.695  0.00
H  -1.546  -4.061  4.169  0.00
H  -1.896  -3.330  5.734  0.00
H  0.245  -2.545  3.505  0.00
H  -0.666  -1.525  4.728  0.00
H  1.225  -0.196  4.209  0.00
H  2.357  -1.582  4.434  0.00
H  0.549  -0.145  6.474  0.00
H  2.225  -0.128  6.411  0.00
H  3.516  -1.748  7.336  0.00
H  2.981  -3.156  8.171  0.00
H  3.042  -3.302  6.423  0.00
H  1.827  -0.882  9.027  0.00
H  0.168  -0.900  8.628  0.00
H  0.826  -2.407  9.248  0.00
H  1.579  -5.096  5.475  0.00
H  2.221  -3.915  4.327  0.00
H  0.913  -4.934  3.883  0.00
H  1.027  -4.858  7.110  0.00
C  1.528  3.820  4.957  0.00
C  0.936  3.676  3.484  0.00
C  0.406  5.031  2.968  0.00
C  1.455  6.049  2.458  0.00
C  2.272  5.352  1.397  0.00
C  2.920  4.031  1.895  0.00
N  1.865  3.194  2.454  0.00
O  2.149  1.851  2.534  0.00
C  3.461  3.421  0.623  0.00
C  4.055  4.255  2.890  0.00
C  -0.237  2.627  3.455  0.00
H  0.686  3.887  5.646  0.00
H  2.135  4.720  5.056  0.00
H  2.005  2.914  5.332  0.00
H  -0.301  4.840  2.161  0.00
H  -0.174  5.422  3.804  0.00
H  2.005  6.440  3.314  0.00
H  0.838  6.858  2.067  0.00
H  3.053  6.091  1.216  0.00
H  1.568  5.166  0.586  0.00
H  4.113  2.570  0.819  0.00
H  2.756  3.121  -0.152  0.00
H  4.054  4.190  0.129  0.00
H  4.974  4.343  2.310  0.00
H  4.027  5.110  3.565  0.00
H  4.227  3.400  3.544  0.00
H  -0.080  1.622  3.847  0.00
H  -0.515  2.541  2.404  0.00
H  -1.121  2.980  3.985  0.00
H  1.440  1.514  1.981  0.00
C  -3.474  -3.684  -1.060  0.00
C  -4.033  -4.316  -2.370  0.00
C  -4.687  -3.081  -3.152  0.00
C  -3.581  -2.107  -3.628  0.00
C  -2.652  -2.859  -4.556  0.00
C  -2.087  -4.185  -3.987  0.00
N  -3.051  -5.005  -3.168  0.00
O  -2.474  -6.028  -2.536  0.00
C  -1.594  -4.971  -5.238  0.00
C  -0.842  -3.798  -3.122  0.00
C  -5.123  -5.253  -2.023  0.00
H  -4.292  -3.344  -0.424  0.00
H  -2.871  -2.776  -1.090  0.00
H  -2.918  -4.342  -0.392  0.00
H  -5.196  -3.416  -4.055  0.00
H  -5.557  -2.633  -2.672  0.00
H  -2.988  -1.627  -2.849  0.00
H  -4.124  -1.359  -4.205  0.00
H  -1.813  -2.255  -4.903  0.00
H  -3.255  -3.197  -5.399  0.00
H  -2.472  -5.222  -5.835  0.00
H  -0.923  -4.384  -5.866  0.00
H  -1.060  -5.859  -4.901  0.00
H  -0.075  -3.424  -3.800  0.00
H  -1.049  -2.973  -2.440  0.00
H  -0.383  -4.601  -2.545  0.00
H  -4.742  -6.052  -1.387  0.00
H  -5.540  -5.718  -2.916  0.00
H  -6.013  -4.822  -1.563  0.00
H  -2.848  -6.777  -3.004  0.00
C  7.847  -1.837  3.553  0.00
C  7.497  -2.452  2.120  0.00
C  6.190  -3.352  2.209  0.00
C  4.825  -2.565  2.304  0.00
C  4.760  -1.480  1.235  0.00
C  6.041  -0.580  1.113  0.00
N  7.262  -1.413  1.063  0.00
O  8.446  -0.730  0.745  0.00
C  5.929  0.295  -0.123  0.00
C  5.998  0.453  2.282  0.00
C  8.727  -3.307  1.734  0.00
H  6.986  -1.618  4.185  0.00
H  8.481  -0.954  3.470  0.00
H  8.453  -2.525  4.143  0.00
H  6.273  -3.997  1.334  0.00
H  6.282  -4.022  3.065  0.00
H  4.692  -2.132  3.296  0.00
H  3.941  -3.156  2.064  0.00
H  3.880  -0.874  1.451  0.00
H  4.604  -1.833  0.216  0.00
H  5.009  0.866  0.003  0.00
H  6.766  0.964  -0.323  0.00
H  5.776  -0.321  -1.009  0.00
H  6.878  1.090  2.198  0.00
H  5.119  1.076  2.116  0.00
H  5.881  0.110  3.310  0.00
H  8.453  -3.808  0.806  0.00
H  8.856  -4.140  2.425  0.00
H  9.617  -2.677  1.727  0.00
H  8.625  -0.949  -0.173  0.00
C  4.366  3.239  -5.132  0.00
C  3.464  2.408  -4.236  0.00
C  2.343  3.274  -3.632  0.00
C  1.212  3.571  -4.677  0.00
C  0.646  2.286  -5.229  0.00
C  1.662  1.310  -5.873  0.00
N  2.883  1.290  -5.024  0.00
O  3.857  0.498  -5.519  0.00
C  1.082  -0.140  -5.844  0.00
C  1.994  1.783  -7.347  0.00
C  4.303  1.813  -3.086  0.00
H  3.864  3.555  -6.046  0.00
H  5.274  2.728  -5.452  0.00
H  4.802  4.038  -4.533  0.00
H  1.999  2.894  -2.670  0.00
H  2.595  4.311  -3.414  0.00
H  1.578  4.110  -5.550  0.00
H  0.399  4.153  -4.244  0.00
H  -0.005  2.522  -6.071  0.00
H  0.083  1.753  -4.464  0.00
H  0.247  -0.368  -6.507  0.00
H  1.889  -0.793  -6.175  0.00
H  0.912  -0.567  -4.856  0.00
H  2.398  2.795  -7.385  0.00
H  2.846  1.173  -7.646  0.00
H  1.140  1.748  -8.023  0.00
H  4.633  2.669  -2.497  0.00
H  5.108  1.149  -3.400  0.00
H  3.587  1.173  -2.570  0.00
H  4.386  1.057  -6.093  0.00
C  -2.938  -0.119  4.943  0.01
C  -4.068  0.945  4.896  0.05
C  -3.794  1.726  3.585  0.01
C  -5.008  2.625  3.260  0.00
C  -6.335  1.795  3.108  0.00
C  -6.599  0.910  4.336  0.05
N  -5.354  0.244  4.803  0.59
O  -5.594  -0.708  5.763  0.18
C  -7.383  1.811  5.306  0.04
C  -7.577  -0.214  3.850  0.01
C  -3.959  1.924  6.121  0.05
H  -2.980  -0.755  4.058  0.00
H  -3.071  -0.794  5.788  0.00
H  -1.958  0.359  4.935  0.00
H  -3.034  2.504  3.669  0.00
H  -3.524  1.178  2.682  0.00
H  -4.840  3.260  2.389  0.00
H  -5.234  3.433  3.956  0.00
H  -6.329  1.310  2.131  0.00
H  -7.236  2.393  2.972  0.00
H  -8.432  1.764  5.014  0.00
H  -7.369  1.467  6.340  0.00
H  -7.086  2.854  5.191  0.00
H  -8.009  -0.713  4.717  0.00
H  -8.419  0.090  3.228  0.00
H  -7.061  -0.931  3.211  0.00
H  -4.789  2.631  6.123  0.00
H  -3.090  2.571  6.000  0.01
H  -3.996  1.452  7.103  0.00
H  -6.118  -1.301  5.219  0.01
C  -2.627  1.293  -1.352  0.00
O  -1.939  1.887  -0.330  0.00
C  -0.591  2.197  -0.500  0.00
C  0.287  0.900  -0.551  0.00
N  0.503  0.331  0.792  0.00
C  -0.676  -0.403  1.338  0.00
C  -0.781  -1.819  0.840  0.00
O  0.456  -2.432  1.098  0.00
C  0.364  -3.772  0.719  0.00
H  -2.659  1.869  -2.276  0.00
H  -3.669  1.204  -1.043  0.00
H  -2.436  0.230  -1.502  0.00
H  -0.283  2.896  0.277  0.00
H  -0.458  2.826  -1.380  0.00
H  1.284  1.252  -0.815  0.00
H  0.026  0.113  -1.258  0.00
H  1.050  -0.514  0.719  0.00
H  -1.602  0.159  1.220  0.00
H  -0.472  -0.486  2.406  0.00
H  -1.015  -1.841  -0.224  0.00
H  -1.571  -2.306  1.412  0.00
H  0.087  -3.841  -0.333  0.00
H  -0.334  -4.260  1.399  0.00
H  1.320  -4.271  0.881  0.00
C  -3.449  5.078  0.641  0.00
O  -3.297  6.473  0.643  0.00
C  -2.062  6.908  1.186  0.00
C  -1.841  8.439  0.824  0.00
N  -0.511  8.946  1.055  0.00
C  -0.264  9.365  2.480  0.00
C  1.213  9.991  2.443  0.00
O  1.160  11.215  1.702  0.00
C  2.121  12.180  2.149  0.00
H  -4.464  4.769  0.392  0.00
H  -3.063  4.565  1.522  0.00
H  -2.853  4.684  -0.182  0.00
H  -1.204  6.302  0.895  0.00
H  -2.092  6.883  2.276  0.00
H  -2.576  9.052  1.346  0.00
H  -2.104  8.503  -0.232  0.00
H  -0.293  9.612  0.327  0.00
H  -0.361  8.582  3.232  0.00
H  -0.905  10.227  2.667  0.00
H  1.958  9.269  2.108  0.00
H  1.542  10.075  3.479  0.00
H  1.847  12.633  3.102  0.00
H  2.044  12.972  1.404  0.00
H  3.159  11.846  2.135  0.00
C  4.460  -13.811  -2.689  0.00
O  3.611  -13.302  -3.726  0.00
C  2.533  -12.423  -3.243  0.00
C  3.144  -11.140  -2.567  0.00
N  2.137  -10.161  -2.272  0.00
C  2.671  -8.843  -1.906  0.00
C  1.542  -7.780  -1.674  0.00
O  0.830  -8.190  -0.488  0.00
C  -0.305  -7.345  -0.193  0.00
H  5.174  -13.099  -2.277  0.00
H  4.995  -14.649  -3.136  0.00
H  3.947  -14.295  -1.858  0.00
H  1.993  -13.082  -2.563  0.00
H  1.873  -12.004  -4.004  0.00
H  3.914  -10.755  -3.235  0.00
H  3.583  -11.366  -1.595  0.00
H  1.569  -10.590  -1.555  0.00
H  3.328  -8.537  -2.720  0.00
H  3.337  -8.970  -1.052  0.00
H  0.861  -7.617  -2.510  0.00
H  1.869  -6.745  -1.575  0.00
H  -1.093  -7.247  -0.940  0.00
H  0.086  -6.329  -0.138  0.00
H  -0.749  -7.661  0.751  0.00

Forces on atoms 1 to 3 (eV/Å):
C 0.517 0.397 0.029
C -1.354 -0.377 0.596
C -0.899 1.113 -1.732

Frontier orbital gap (alpha / beta)   0.2479 / 0.1002 hartree
Energy relative to the best compared isomer or geometry (same formula, charge and spin)   0.0 kJ/mol
F_max   5.46 eV/Å
HOMO level (alpha / beta)   -9.20 / -9.20 eV
E_LUMO (alpha / beta)   -2.45 / -6.47 eV
DFT total energy   -128378.192 eV
Charge   +1
Spin multiplicity   2


2.
Entry from the OMol25 dataset: a single C2H5N3OS molecule at a distorted geometry (ωB97M-V/def2-TZVPD).

Each line ends with the natural charge from an NBO analysis.
Cartesian coordinates (Å):
C  0.412  1.396  0.389  0.36
C  -0.668  -0.689  -0.301  0.35
H  3.217  1.233  1.761  0.39
H  2.237  2.881  1.119  0.32
H  0.194  2.398  0.907  0.16
H  0.306  -2.328  -1.138  0.42
H  1.391  -1.033  -0.648  0.41
N  2.681  1.773  0.834  -0.65
N  1.573  0.975  0.389  -0.33
N  0.482  -1.286  -0.918  -0.82
O  -0.645  0.607  0.096  -0.49
S  -2.113  -1.405  -0.339  -0.11

Forces on atoms 1 to 3 (eV/Å):
C 0.041 1.458 1.811
C 2.211 -1.063 -2.055
H -2.531 2.174 -3.353

Frontier orbital gap   0.3379 hartree
Energy relative to the best compared isomer or geometry (same formula, charge and spin)   385.2 kJ/mol
F_max   4.73 eV/Å
HOMO level   -8.75 eV
E_LUMO   0.45 eV
DFT total energy   -19504.958 eV
Charge   0